Entry 1:
DFT (ωB97M-V/def2-TZVPD) results for a structure of composition C34H32MnN5O6P2S at a distorted geometry.

Each line ends with the Löwdin spin population.
Positions of all 81 atoms, in Å:
Mn  -2.609  2.075  0.103  0.973
C  2.090  0.401  0.773  0.000
P  0.387  -0.176  0.573  -0.001
C  -0.044  -0.973  2.125  0.000
C  0.184  -0.253  3.302  0.000
C  -0.041  -0.853  4.528  0.000
C  -0.451  -2.178  4.585  0.000
C  -0.643  -2.900  3.416  0.000
C  -0.445  -2.304  2.181  0.000
C  0.150  -1.187  -0.881  0.000
C  -0.811  -0.837  -1.826  -0.001
C  -0.974  -1.627  -2.950  0.000
C  -0.194  -2.762  -3.124  0.000
C  0.756  -3.113  -2.176  0.000
C  0.930  -2.329  -1.048  0.000
P  2.990  0.631  -0.873  0.000
C  4.248  1.852  -0.301  0.000
C  3.856  2.985  0.412  0.000
C  4.791  3.936  0.793  0.000
C  6.124  3.780  0.447  0.000
C  6.516  2.682  -0.303  0.000
C  5.584  1.728  -0.683  0.000
C  3.997  -0.909  -0.892  0.000
C  4.113  -1.586  -2.104  0.000
C  4.928  -2.704  -2.213  0.000
C  5.634  -3.155  -1.109  0.000
C  5.525  -2.487  0.104  0.000
C  4.716  -1.367  0.212  0.000
H  2.617  -0.283  1.436  0.000
H  2.024  1.372  1.260  0.000
H  0.530  0.770  3.261  0.000
H  0.127  -0.294  5.439  0.000
H  -0.612  -2.657  5.541  0.000
H  -0.935  -3.941  3.476  0.000
H  -0.618  -2.853  1.265  0.000
H  -1.437  0.026  -1.675  -0.001
H  -1.716  -1.360  -3.690  0.000
H  -0.333  -3.381  -4.001  0.000
H  1.363  -3.998  -2.315  0.000
H  1.664  -2.603  -0.300  0.000
H  2.815  3.137  0.676  0.000
H  4.471  4.804  1.355  0.000
H  6.854  4.518  0.754  0.000
H  7.551  2.562  -0.596  0.000
H  5.904  0.883  -1.277  0.000
H  3.560  -1.225  -2.963  0.000
H  5.021  -3.214  -3.164  0.000
H  6.278  -4.021  -1.191  0.000
H  6.085  -2.825  0.966  0.000
H  4.671  -0.834  1.154  0.000
O  0.518  2.806  1.903  -0.001
S  -0.713  2.569  1.246  0.000
O  -0.513  1.123  0.284  -0.002
O  -1.872  2.151  2.002  0.002
O  -1.097  3.442  0.154  0.011
C  -4.634  -2.769  2.011  0.000
N  -4.624  -1.330  1.789  -0.001
C  -5.486  -0.498  2.431  0.000
C  -5.478  0.835  2.235  -0.001
C  -4.555  1.357  1.268  0.000
O  -4.459  2.566  0.931  0.007
N  -3.757  0.490  0.593  -0.006
C  -3.674  -0.831  0.894  -0.002
O  -2.859  -1.587  0.382  0.000
H  -5.449  -3.023  2.683  0.000
H  -3.688  -3.089  2.443  0.000
H  -4.762  -3.291  1.065  0.000
H  -6.183  -0.972  3.109  0.000
H  -6.153  1.497  2.753  0.000
N  -5.885  1.690  -3.983  -0.003
C  -4.679  2.070  -3.502  -0.001
C  -4.290  1.789  -2.181  0.010
N  -3.101  2.161  -1.714  -0.006
C  -2.272  2.797  -2.565  0.013
C  -2.666  3.050  -3.865  -0.002
N  -3.850  2.699  -4.340  0.012
H  -6.607  1.377  -3.361  0.000
H  -6.146  2.033  -4.892  0.000
H  -4.947  1.267  -1.501  0.001
H  -1.307  3.109  -2.198  0.000
H  -2.004  3.559  -4.555  0.000

Properties
- 2S+1: 2
- Total charge: +1
- F_max: 2.26 eV/Å
- Total energy: -116242.4428 eV
- Lowest unoccupied orbital energy (spin up / spin down): -2.47 / -2.74 eV
- Kohn-Sham gap (spin up / spin down): 8.34 / 8.07 eV
- HOMO energy (spin up / spin down): -10.8084 / -10.8084 eV

Entry 2:
DFT (ωB97M-V/def2-TZVPD) results for a structure of composition C34H32N9OReS.

Each line ends with the Löwdin spin population.
Positions of all 78 atoms, in Å:
Re  -0.397  -0.703  -0.554  0.855
C  -0.637  2.069  -2.609  0.001
C  -0.922  1.832  -1.153  0.004
C  -0.269  2.569  -0.162  0.005
C  -0.588  2.428  1.186  0.032
C  0.094  3.257  2.226  0.007
C  -1.600  1.516  1.550  -0.005
C  -2.327  0.802  0.610  0.006
C  -3.574  0.052  0.983  0.001
C  -1.942  0.916  -0.758  0.010
H  -1.064  3.035  -2.895  0.000
H  -1.091  1.311  -3.247  0.000
H  0.432  2.125  -2.816  0.000
H  0.475  3.302  -0.456  0.000
H  0.100  2.765  3.197  0.001
H  -0.449  4.200  2.345  0.003
H  1.114  3.510  1.938  0.001
H  -1.881  1.446  2.597  -0.001
H  -4.396  0.769  1.058  0.000
H  -3.498  -0.436  1.953  0.000
H  -3.856  -0.682  0.229  0.000
H  -2.633  0.572  -1.519  0.007
C  3.977  -1.292  2.844  0.001
N  2.916  -0.639  2.032  0.013
C  1.705  -1.061  1.765  0.016
N  1.144  -0.261  0.830  0.020
C  2.156  0.650  0.572  0.010
N  3.222  0.449  1.281  0.007
C  4.728  -2.292  1.999  0.001
C  6.099  -2.188  1.822  0.000
C  6.767  -3.123  1.038  0.000
C  6.073  -4.147  0.414  0.000
C  4.696  -4.249  0.592  0.000
C  4.036  -3.331  1.392  0.000
C  3.929  -5.318  -0.060  0.000
N  4.320  -6.241  -0.852  0.000
N  3.166  -6.976  -1.193  0.000
C  2.199  -6.423  -0.570  0.000
O  2.586  -5.350  0.177  0.000
C  0.770  -6.757  -0.567  0.000
C  0.272  -7.776  -1.374  0.000
C  -1.085  -8.057  -1.360  0.000
C  -1.955  -7.318  -0.564  0.000
C  -1.454  -6.310  0.246  0.000
C  -2.369  -5.526  1.157  0.000
N  -1.971  -4.089  1.150  0.003
C  -1.645  -3.360  0.118  0.007
N  -1.216  -2.153  0.561  0.006
C  -1.333  -2.249  1.938  0.003
N  -1.801  -3.396  2.313  0.004
C  -0.090  -6.044  0.252  0.000
H  3.486  -1.742  3.706  0.000
H  4.621  -0.487  3.185  0.000
H  1.253  -1.920  2.233  0.000
H  2.082  1.441  -0.154  0.000
H  6.653  -1.385  2.293  0.000
H  7.838  -3.045  0.907  0.000
H  6.587  -4.872  -0.204  0.000
H  2.970  -3.457  1.547  0.000
H  0.951  -8.341  -2.000  0.000
H  -1.474  -8.854  -1.980  0.000
H  -3.015  -7.545  -0.569  0.000
H  -2.299  -5.830  2.200  0.000
H  -3.411  -5.585  0.849  0.000
H  -1.673  -3.694  -0.907  0.000
H  -1.090  -1.448  2.619  0.000
H  0.327  -5.293  0.914  0.000
S  1.241  -1.572  -1.859  -0.033
C  -0.080  -1.789  -3.041  0.010
C  -0.008  -2.163  -4.359  -0.001
C  -1.208  -2.192  -5.069  -0.001
C  -2.395  -1.847  -4.435  -0.001
C  -2.371  -1.468  -3.105  0.000
N  -1.220  -1.446  -2.419  0.007
H  0.938  -2.420  -4.816  0.000
H  -1.212  -2.482  -6.112  0.000
H  -3.338  -1.872  -4.964  0.000
H  -3.277  -1.207  -2.573  0.000

Properties
- 2S+1: 2
- Total charge: +3
- F_max: 0.67 eV/Å
- Total energy: -64175.1955 eV
- Lowest unoccupied orbital energy (spin up / spin down): -11.45 / -11.18 eV
- Kohn-Sham gap (spin up / spin down): 3.85 / 4.11 eV
- HOMO energy (spin up / spin down): -15.2962 / -15.2960 eV

Entry 3:
DFT (ωB97M-V/def2-TZVPD) results for a structure of composition C34H33AsBaN7O2 at a distorted geometry.

Each line ends with the Löwdin charge.
Positions of all 78 atoms, in Å:
Ba  0.550  1.286  0.277  1.770
C  0.791  1.194  5.172  -0.020
C  0.496  1.198  3.800  -0.120
N  1.425  1.279  2.865  -0.052
C  2.727  1.347  3.238  -0.158
C  3.113  1.342  4.577  -0.137
C  2.101  1.267  5.552  0.010
C  4.509  1.408  4.932  -0.007
C  5.453  1.466  3.978  -0.009
C  5.091  1.463  2.582  -0.136
C  6.069  1.509  1.571  0.010
C  5.688  1.500  0.260  -0.028
C  4.314  1.449  -0.025  -0.132
N  3.369  1.408  0.890  -0.009
C  3.751  1.411  2.198  -0.152
H  -0.013  1.126  5.891  0.116
H  -0.530  1.108  3.454  0.096
H  2.379  1.261  6.600  0.127
H  4.778  1.408  5.981  0.123
H  6.503  1.515  4.237  0.122
H  7.115  1.548  1.849  0.128
H  6.397  1.528  -0.555  0.115
H  3.988  1.438  -1.061  0.097
C  2.093  0.194  -4.001  -0.306
As  1.061  1.442  -2.929  0.918
C  -0.653  1.317  -3.847  -0.300
C  1.720  3.132  -3.626  -0.328
H  1.956  0.420  -5.058  0.035
H  1.762  -0.819  -3.780  0.021
H  3.149  0.293  -3.754  0.020
H  -0.495  1.466  -4.914  0.036
H  -1.336  2.078  -3.474  0.022
H  -1.073  0.329  -3.667  0.009
H  1.702  3.124  -4.715  0.033
H  2.744  3.297  -3.290  0.018
H  1.104  3.956  -3.267  0.020
O  -1.727  0.013  1.638  -0.090
C  -1.542  -0.887  0.799  -0.619
N  -2.203  -2.060  0.744  0.159
C  -1.855  -2.828  -0.442  -0.270
C  -0.784  -1.875  -1.060  -0.456
O  -0.230  -2.105  -2.111  0.066
N  -0.603  -0.782  -0.237  -0.157
C  -1.185  -4.154  -0.103  -0.161
C  -0.903  -4.520  1.204  -0.029
C  -0.272  -5.731  1.475  -0.078
C  0.083  -6.574  0.437  -0.086
C  -0.197  -6.209  -0.876  -0.065
C  -0.830  -5.008  -1.146  -0.021
C  -3.082  -2.981  -1.329  -0.148
C  -4.038  -3.925  -0.955  -0.026
C  -5.226  -4.050  -1.657  -0.067
C  -5.463  -3.235  -2.758  -0.083
C  -4.509  -2.309  -3.147  -0.071
C  -3.320  -2.180  -2.436  -0.015
H  -3.061  -2.170  1.260  0.168
H  -1.169  -3.861  2.020  0.107
H  -0.064  -6.008  2.501  0.103
H  0.574  -7.517  0.640  0.104
H  0.074  -6.864  -1.694  0.107
H  -1.047  -4.729  -2.169  0.125
H  -3.839  -4.581  -0.114  0.123
H  -5.957  -4.788  -1.355  0.107
H  -6.384  -3.331  -3.317  0.105
H  -4.682  -1.686  -4.015  0.104
H  -2.579  -1.467  -2.774  0.096
N  -4.446  4.617  0.114  0.151
C  -3.096  4.704  0.205  -0.362
C  -2.295  3.543  0.089  -0.084
N  -0.985  3.626  0.143  -0.109
C  -0.420  4.831  0.323  -0.154
C  -1.219  5.947  0.454  -0.108
N  -2.549  5.896  0.397  0.136
H  -4.904  3.726  0.072  0.105
H  -5.001  5.434  0.299  0.111
H  -2.751  2.566  -0.038  0.117
H  0.659  4.903  0.370  0.101
H  -0.772  6.922  0.610  0.114

Properties
- 2S+1: 1
- Total charge: +1
- F_max: 2.21 eV/Å
- Total energy: -111851.7094 eV
- Lowest unoccupied orbital energy: -2.85 eV
- Kohn-Sham gap: 7.75 eV
- HOMO energy: -10.6029 eV